Here is 2 unconnected molecules or ions with the total composition CH5NO2 in a non-equilibrium geometry from OMol25. Energies are from the ωB97M-V functional and the def2-TZVPD basis.

## Properties
**Total charge**: -1
**Highest occupied orbital energy (spin up / spin down)**: -2.96 / -3.34 eV
**LUMO energy (spin up / spin down)**: 4.16 / 4.22 eV
**Spin multiplicity**: 2
**E_tot**: -246.1456 a.u.
**Expectation value of S²**: 0.758
**Relative energy (zero: lowest compared OMol25 entry of this formula, charge and spin)**: 3.852 eV
**Kohn-Sham gap (spin up / spin down)**: 7.1 / 7.6 eV

Structure (XYZ):
```
9
Properties=species:S:1:pos:R:3:forces:R:3
C -0.960387 0.193679 0.965697 0.32 0.96 -3.90
N -1.518172 -0.283831 -0.378091 2.00 0.03 2.62
O 0.354688 1.097716 0.615354 -2.87 -3.57 2.25
H -1.753310 -0.510715 1.572636 3.18 2.36 1.06
H -1.829285 -1.148089 0.153183 0.52 0.19 -2.97
H -0.631024 -0.343977 -0.975275 -1.73 -0.59 0.83
H 2.609439 0.058829 -1.603054 -0.51 0.67 2.01
H 1.228222 0.508957 0.319413 -0.99 0.83 -0.69
O 2.499826 0.427430 -0.669867 0.08 -0.88 -1.22
```
Forces are in eV/Å.

Calculated atomic charges, method Löwdin, unit e:
1. C -0.19
2. N -0.10
3. O -0.24
4. H 0.09
5. H 0.02
6. H 0.07
7. H -0.12
8. H 0.03
9. O -0.57

Here is a molecular structure, C4H4ClN in a non-equilibrium geometry from OMol25. Energies are from the ωB97M-V functional and the def2-TZVPD basis.

## Properties
**Total charge**: 0
**Highest occupied orbital energy**: -8.19 eV
**LUMO energy**: -1.47 eV
**E_tot**: -669.5069 a.u.
**Relative energy (zero: lowest compared OMol25 entry of this formula, charge and spin)**: 6.929 eV
**Kohn-Sham gap**: 6.7 eV

Structure (XYZ):
```
10
Properties=species:S:1:pos:R:3:forces:R:3
C -0.047044 1.508532 0.022533 -0.05 0.68 0.72
C 0.990331 -0.962716 0.236710 0.86 -4.15 -3.33
C 1.946591 -0.071611 0.212861 1.53 1.83 1.19
C -0.818670 0.430632 -0.221014 -0.55 -1.59 2.42
N -0.296532 -0.907974 0.018168 -1.46 1.67 -0.51
Cl 3.591608 0.155513 -0.194922 -1.63 0.01 0.19
H -0.059986 2.576903 0.576403 -0.14 -2.92 -1.78
H 1.453905 -1.994428 -0.129187 -0.91 1.49 1.50
H -1.931283 0.281005 -0.244293 1.14 0.98 -0.41
H 0.963039 0.861326 0.188434 1.20 2.01 0.01
```
Forces are in eV/Å.

Calculated atomic charges, method Löwdin, unit e:
1. C 0.04
2. C -0.39
3. C -0.54
4. C -0.21
5. N -0.01
6. Cl 0.67
7. H 0.14
8. H 0.19
9. H 0.12
10. H -0.01

Here is a molecular structure, C42H39IN5O4PdS2 in a non-equilibrium geometry from OMol25. Energies are from the ωB97M-V functional and the def2-TZVPD basis.

## Properties
**Total charge**: +1
**Highest occupied orbital energy (spin up / spin down)**: -9.04 / -10.64 eV
**LUMO energy (spin up / spin down)**: -3.52 / -3.92 eV
**Spin multiplicity**: 5
**E_tot**: -3420.2325 a.u.
**Expectation value of S²**: 6.090
**Relative energy (zero: lowest compared OMol25 entry of this formula, charge and spin)**: 0.000 eV
**Kohn-Sham gap (spin up / spin down)**: 5.5 / 6.7 eV

Structure (XYZ):
```
94
Properties=species:S:1:pos:R:3:forces:R:3
Pd -1.323448 -0.795902 0.771312 -1.02 -0.54 0.57
C -5.575811 2.374719 2.015096 0.16 -0.35 0.07
S -5.232495 0.962916 3.100984 -0.06 0.09 -0.04
C -3.877480 0.209599 2.321396 0.50 -0.35 -0.41
S -3.167177 0.900575 0.926778 0.60 -0.05 -0.53
N -3.507710 -0.915681 2.869628 -1.96 0.00 1.70
N -2.419547 -1.525717 2.517008 1.62 -0.59 -1.24
C -2.148701 -2.729759 2.918450 -1.03 1.07 0.29
C -0.857217 -3.299163 2.644803 1.10 -0.42 -0.33
C -0.373584 -4.393771 3.376095 -0.32 0.38 -0.21
C 0.907899 -4.854918 3.147150 0.14 0.25 -0.29
C 1.688954 -4.216526 2.188861 -0.25 -0.10 0.18
C 1.132112 -3.162067 1.484264 0.24 -0.05 -0.18
N -0.100204 -2.711156 1.687816 -0.39 0.06 0.05
H -6.386375 2.927040 2.481246 -0.03 -0.01 0.08
H -5.887550 2.013018 1.038691 -0.02 0.09 -0.03
H -4.692786 3.000276 1.925204 -0.04 0.09 0.00
H -2.865051 -3.262808 3.537960 0.05 0.11 0.08
H -1.001527 -4.849986 4.125220 -0.08 -0.03 0.07
H 1.298029 -5.691939 3.704174 0.03 -0.07 0.08
H 2.698357 -4.533631 1.987480 0.11 -0.03 -0.06
H 1.702088 -2.656618 0.711392 -0.02 -0.01 0.02
C 1.232361 3.098357 -2.348239 0.07 -0.36 0.37
C 1.942750 2.199387 -1.335415 0.39 0.61 -0.51
C 3.426074 2.531611 -1.241468 -0.49 -0.26 0.11
O 1.773364 0.825264 -1.725983 -0.11 -0.23 -0.06
C 1.076206 0.149480 -0.747260 0.85 0.48 0.92
C 0.472438 1.273967 0.134897 -0.28 0.17 -1.17
O 1.373539 2.311935 -0.034442 0.00 -0.08 0.26
C 1.128663 1.535934 2.411808 -0.20 -0.04 0.17
O 0.317657 0.861824 1.476589 0.25 0.17 0.13
C 0.571923 2.631717 3.095216 -0.38 0.24 0.16
C 1.272281 3.288689 4.137682 0.00 -0.21 -0.12
C 0.734232 4.386507 4.764431 -0.09 0.09 0.05
C -0.527561 4.853677 4.411633 -0.04 0.02 -0.02
C -1.270276 4.175194 3.450466 0.03 0.12 0.09
C -0.734423 3.091138 2.798126 0.18 -0.23 -0.20
C 2.475772 1.041253 2.597168 0.35 -0.26 -0.07
C 3.565710 1.919788 2.641536 -0.24 -0.15 -0.17
C 4.840293 1.443136 2.866553 0.16 -0.02 0.03
C 5.058018 0.084334 3.040909 0.01 -0.02 0.01
C 3.990298 -0.800246 2.985028 0.09 0.00 -0.05
C 2.711977 -0.328642 2.763160 -0.17 0.25 0.02
C -0.137763 -0.786958 -2.630141 -0.08 -0.14 0.19
O 0.109547 -0.757459 -1.241373 -0.30 0.08 -0.49
C -0.918740 0.248155 -3.229851 -0.38 0.42 0.03
C -0.792204 0.579490 -4.596280 0.14 -0.13 0.30
C -1.571321 1.567746 -5.157233 -0.04 0.09 -0.11
C -2.474961 2.284338 -4.384445 0.05 -0.02 -0.01
C -2.599004 1.992502 -3.033928 -0.05 0.08 -0.07
C -1.844906 0.987920 -2.469800 0.12 -0.32 0.16
C 0.425462 -1.885376 -3.341366 0.32 -0.39 0.03
C -0.129980 -2.339999 -4.555358 0.01 0.18 0.22
C 0.484354 -3.324573 -5.294891 0.09 -0.01 0.02
C 1.663614 -3.902580 -4.846641 0.01 -0.09 0.05
C 2.179103 -3.533837 -3.611011 0.13 -0.13 -0.05
C 1.564048 -2.559840 -2.856112 -0.21 0.25 -0.01
H 1.722227 2.980358 -3.310072 -0.01 0.02 -0.14
H 1.306064 4.134886 -2.031907 0.04 0.09 0.03
H 0.183034 2.829140 -2.452525 -0.05 -0.03 0.02
H 3.873440 2.487881 -2.228405 0.07 0.00 -0.11
H 3.925779 1.829627 -0.580197 0.04 -0.09 0.08
H 3.532255 3.532215 -0.839568 0.06 0.20 0.04
H 1.761820 -0.445275 -0.106436 -0.24 0.05 -0.23
H -0.528166 1.569033 -0.247946 0.29 -0.16 0.28
H 2.229054 2.905187 4.453282 0.06 0.04 0.06
H 1.289956 4.877667 5.550555 0.04 0.04 0.02
H -0.931634 5.735197 4.882840 -0.07 0.05 0.13
H -2.274933 4.501184 3.218402 -0.02 0.04 -0.06
H -1.310498 2.567090 2.049541 -0.06 0.03 -0.02
H 3.397224 2.969138 2.459939 0.00 0.14 0.02
H 5.669156 2.136527 2.905829 0.05 -0.01 -0.02
H 6.054856 -0.281385 3.227735 0.12 -0.06 0.01
H 4.155530 -1.856905 3.131446 0.03 -0.12 0.04
H 1.865329 -0.999629 2.785578 -0.04 -0.08 -0.06
H -0.049723 0.073704 -5.194094 0.02 0.01 -0.07
H -1.469742 1.790636 -6.210179 0.05 0.04 -0.03
H -3.072041 3.062331 -4.830791 -0.09 0.11 -0.06
H -3.296545 2.545145 -2.425301 -0.13 0.05 0.11
H -2.009166 0.713197 -1.432839 0.04 0.12 -0.17
H -1.065242 -1.923234 -4.888882 -0.09 0.07 -0.12
H 0.046989 -3.637064 -6.227985 -0.09 -0.08 -0.16
H 2.167720 -4.646030 -5.443356 0.04 -0.10 -0.05
H 3.086931 -3.996251 -3.251382 0.04 -0.05 0.05
H 1.983527 -2.266229 -1.907078 0.12 0.06 0.12
I -4.024869 -2.803162 -4.552131 0.17 0.08 0.48
C -3.102211 -2.721756 -2.685996 -0.10 -0.23 -0.44
C -2.124794 -3.582263 -2.229912 -0.26 0.22 0.04
N -1.798737 -3.167431 -0.995216 0.07 -0.43 -0.27
N -2.511930 -2.094894 -0.635961 0.46 0.51 0.79
C -3.305618 -1.799755 -1.652414 -0.06 -0.35 -0.22
H -1.664262 -4.421684 -2.706905 0.16 -0.23 -0.04
H -1.110156 -3.548144 -0.353760 -0.20 0.17 -0.24
H -3.999947 -0.981384 -1.618881 0.03 0.19 0.12
```
Forces are in eV/Å.

Calculated atomic charges, method Löwdin, unit e:
1. Pd 0.89
2. C -0.41
3. S 0.90
4. C -1.06
5. S 0.67
6. N -0.10
7. N -0.10
8. C -0.05
9. C -0.26
10. C 0.00
11. C -0.03
12. C -0.03
13. C -0.14
14. N 0.05
15. H 0.04
16. H 0.03
17. H 0.01
18. H 0.14
19. H 0.12
20. H 0.12
21. H 0.11
22. H 0.11
23. C 0.04
24. C -0.52
25. C 0.03
26. O 0.05
27. C -0.27
28. C -0.30
29. O 0.05
30. C -0.14
31. O -0.08
32. C -0.14
33. C -0.02
34. C -0.07
35. C -0.07
36. C -0.07
37. C -0.01
38. C -0.17
39. C -0.04
40. C -0.06
41. C -0.07
42. C -0.07
43. C -0.03
44. C -0.14
45. O -0.08
46. C -0.16
47. C -0.02
48. C -0.06
49. C -0.06
50. C -0.07
51. C -0.07
52. C -0.17
53. C -0.07
54. C -0.06
55. C -0.07
56. C -0.07
57. C -0.01
58. H 0.10
59. H 0.10
60. H 0.08
61. H 0.10
62. H 0.09
63. H 0.10
64. H 0.17
65. H 0.13
66. H 0.11
67. H 0.11
68. H 0.10
69. H 0.10
70. H 0.05
71. H 0.12
72. H 0.11
73. H 0.11
74. H 0.10
75. H 0.09
76. H 0.12
77. H 0.11
78. H 0.11
79. H 0.11
80. H 0.02
81. H 0.06
82. H 0.11
83. H 0.11
84. H 0.11
85. H 0.10
86. I 0.92
87. C -0.72
88. C -0.13
89. N 0.02
90. N -0.04
91. C -0.18
92. H 0.13
93. H 0.14
94. H 0.11

Which of these has the lowest total charge? CH5NO2

Repeat the second record exactly.
Here is a molecular structure, C4H4ClN in a non-equilibrium geometry from OMol25. Energies are from the ωB97M-V functional and the def2-TZVPD basis.

## Properties
**Total charge**: 0
**Highest occupied orbital energy**: -8.19 eV
**LUMO energy**: -1.47 eV
**E_tot**: -669.5069 a.u.
**Relative energy (zero: lowest compared OMol25 entry of this formula, charge and spin)**: 6.929 eV
**Kohn-Sham gap**: 6.7 eV

Structure (XYZ):
```
10
Properties=species:S:1:pos:R:3:forces:R:3
C -0.047044 1.508532 0.022533 -0.05 0.68 0.72
C 0.990331 -0.962716 0.236710 0.86 -4.15 -3.33
C 1.946591 -0.071611 0.212861 1.53 1.83 1.19
C -0.818670 0.430632 -0.221014 -0.55 -1.59 2.42
N -0.296532 -0.907974 0.018168 -1.46 1.67 -0.51
Cl 3.591608 0.155513 -0.194922 -1.63 0.01 0.19
H -0.059986 2.576903 0.576403 -0.14 -2.92 -1.78
H 1.453905 -1.994428 -0.129187 -0.91 1.49 1.50
H -1.931283 0.281005 -0.244293 1.14 0.98 -0.41
H 0.963039 0.861326 0.188434 1.20 2.01 0.01
```
Forces are in eV/Å.

Calculated atomic charges, method Löwdin, unit e:
1. C 0.04
2. C -0.39
3. C -0.54
4. C -0.21
5. N -0.01
6. Cl 0.67
7. H 0.14
8. H 0.19
9. H 0.12
10. H -0.01

Which of these has the highest relative energy (zero: lowest compared OMol25 entry of this formula, charge and spin)? C4H4ClN